[1]
This record from OMol25 describes a molecular structure, C29H24MoN5O4 at a distorted geometry. The level of theory is wB97M-V/def2-TZVPD.

Atoms and positions in Å:
Mo1 -0.17998 0.66792 -0.36562
C1 -4.34064 -0.70865 0.13072
C2 -3.08512 -0.05811 -0.29263
N1 -1.96704 -0.15396 0.35823
N2 -1.85704 -0.95065 1.46226
C3 -0.66428 -0.83535 1.96879
O1 0.15490 0.10898 1.39438
C4 -0.16305 -1.64602 3.03736
C5 -0.94830 -2.69400 3.53927
C6 -0.45212 -3.47568 4.55977
C7 0.81447 -3.21878 5.08131
C8 1.59690 -2.18212 4.58278
C9 1.11259 -1.39329 3.56013
C10 -2.93357 0.71377 -1.53929
C11 -3.95455 1.02588 -2.40126
C12 -3.66383 1.73815 -3.56519
C13 -2.35658 2.11380 -3.83243
C14 -1.37102 1.78368 -2.92454
N3 -1.65267 1.09531 -1.80398
H1 -4.29337 -0.99436 1.17657
H2 -4.49553 -1.61342 -0.46847
H3 -5.19675 -0.05479 -0.03946
H4 -1.93159 -2.87828 3.12894
H5 -1.04757 -4.28564 4.95805
H6 1.19531 -3.83318 5.88688
H7 2.57625 -1.99311 4.99987
H8 1.70762 -0.57635 3.17335
H9 -4.96664 0.71881 -2.17594
H10 -4.45688 1.99635 -4.25574
H11 -2.09739 2.65150 -4.73412
H12 -0.33511 2.05073 -3.09577
C15 -1.21519 4.49581 0.93812
O2 -0.11204 5.25005 0.42495
C16 0.92145 4.70560 -0.18998
C17 1.93188 5.61742 -0.57455
C18 3.07873 5.22356 -1.22191
C19 3.29882 3.87459 -1.50885
C20 2.33286 2.94504 -1.15677
C21 2.60457 1.56698 -1.35656
N4 1.80775 0.56924 -1.04055
N5 2.32921 -0.68748 -1.21206
C22 1.39725 -1.57439 -1.10230
O3 0.12611 -1.05879 -0.97960
C23 1.61102 -2.99055 -1.00461
C24 2.91983 -3.48848 -1.05103
C25 3.12894 -4.84494 -0.92109
C26 2.04673 -5.70180 -0.74152
C27 0.74599 -5.21015 -0.69204
C28 0.52224 -3.85494 -0.82743
C29 1.13598 3.37417 -0.52616
O4 0.24198 2.37875 -0.23975
H13 -1.87589 5.22652 1.38974
H14 -0.88012 3.79224 1.69977
H15 -1.74038 3.98858 0.12780
H16 1.76175 6.65757 -0.32454
H17 3.82037 5.96278 -1.49296
H18 4.21578 3.55080 -1.98517
H19 3.56372 1.28275 -1.78174
H20 3.75091 -2.81102 -1.19243
H21 4.13337 -5.24286 -0.96196
H22 2.21877 -6.76581 -0.64215
H23 -0.08420 -5.88941 -0.55638
H24 -0.48566 -3.46092 -0.80046

For the energy above the lowest of the compared OMol25 structures with the same formula, charge and spin, the calculation gives 0.2405 eV. The orbital gap comes out at 4.6632 eV. Its net charge is +3. The calculation puts the HOMO energy at -16.6 eV.

[2]
This record from OMol25 describes a molecular structure, C8H10F6N2O4PtS2Se. The level of theory is wB97M-V/def2-TZVPD.

Atoms and positions in Å:
Pt1 0.77943 0.85527 -1.14934
F1 2.18831 0.27791 3.49589
C1 3.19232 1.12021 3.73924
F2 2.80953 1.99661 4.66070
F3 4.23336 0.43274 4.18989
S1 3.63553 2.03915 2.20195
O1 2.42496 2.64865 1.74404
O2 4.78970 2.80276 2.51745
N1 4.06276 0.78496 1.25765
S2 3.15636 0.30163 0.14164
O3 1.79215 -0.16830 0.50351
O4 3.00449 1.14438 -1.05960
C2 4.05228 -1.21243 -0.40761
F4 4.14241 -2.06765 0.59745
F5 3.34499 -1.75748 -1.39251
F6 5.25640 -0.89572 -0.84593
C3 -1.50256 -0.41734 1.32192
C4 -1.57427 -0.68939 -0.21136
C5 -3.04328 -0.81269 -0.63727
C6 -0.79278 -1.95296 -0.56595
C7 -0.99309 0.55393 -0.74946
H1 -1.97133 -1.26932 1.81636
H2 -2.04970 0.48335 1.60296
H3 -0.47202 -0.33337 1.66472
H4 -3.48380 -1.67812 -0.14076
H5 -3.13034 -0.94000 -1.71553
H6 -3.61305 0.07311 -0.35202
H7 -1.28410 -2.81776 -0.11794
H8 0.23022 -1.91576 -0.19484
H9 -0.76872 -2.09735 -1.64663
H10 -1.69919 1.38799 -0.79240
Se1 0.17545 2.14407 -3.06036
C8 -1.36416 1.23518 -3.51854
N2 -2.32103 0.65508 -3.79835

For the energy above the lowest of the compared OMol25 structures with the same formula, charge and spin, the calculation gives 0.5126 eV. The orbital gap comes out at 7.5876 eV. The calculation puts the HOMO energy at -9.4 eV.